29
Properties=species:S:1:pos:R:3:mulliken_charge:R:1 method="wB97M-V/def2-TZVPD" e_tot_ha=-683.51645 lumo_ev=0.9 de_lowest_kcal_mol=98.82 gap_ha=0.31403 multiplicity=1 largest_force_ha_per_bohr=0.1607 smiles="COc1ccccc1N1CCN/C1=N/N"
O 0.204 1.251 -0.828 -0.2381
N -0.879 -1.004 0.274 0.3316
N -0.619 1.446 1.922 -0.4545
N -3.062 -0.584 0.124 -0.4338
N -1.922 0.915 1.447 -0.7540
C 2.483 0.341 -0.725 -0.5468
C 1.412 -1.710 0.802 -0.4804
C 0.529 -0.697 0.391 -0.5086
C 3.268 -0.502 0.040 -0.2322
C -1.420 -1.819 -0.770 -0.4647
C 0.417 2.733 -0.914 -0.8402
C -2.482 -0.936 -1.311 -0.8146
C 1.127 0.382 -0.377 1.1793
C -1.846 -0.091 0.622 0.5489
C 2.850 -1.526 0.654 -0.6896
H 0.985 -2.487 1.445 0.3839
H -4.049 0.045 0.136 0.3510
H -3.140 -1.713 -1.772 0.4042
H -0.652 -2.076 -1.492 0.3486
H 0.292 2.958 0.154 0.3478
H 3.486 -2.305 1.067 0.3761
H 2.817 1.378 -1.110 0.0997
H -1.823 -2.686 -0.113 0.3422
H 1.358 3.044 -1.361 0.3300
H -0.529 3.075 -1.443 0.2305
H -0.219 0.716 2.534 0.2393
H -2.103 -0.353 -2.060 0.3206
H 4.319 -0.233 0.122 0.3547
H -0.804 2.438 2.539 0.2692

---

8
Properties=species:S:1:pos:R:3:lowdin_spin:R:1 method="wB97M-V/def2-TZVPD" e_tot_ha=-815.27491 lumo_ev="0.4 / -2.8" de_lowest_kcal_mol=31.37 s2=2.0158 gap_ha="0.26717 / 0.22349" multiplicity=3 largest_force_ha_per_bohr=0.0969
P -0.672 0.842 -1.786 0.9198
P -0.329 -0.299 1.034 0.2081
N 0.880 -0.654 -1.380 -0.0191
C -0.947 0.955 -0.075 0.7644
C 0.789 -0.927 -0.192 0.0388
H -1.620 1.514 0.461 0.0356
H 1.363 -1.817 0.053 -0.0034
H 0.535 0.385 1.884 0.0559

---

14
Properties=species:S:1:pos:R:3:lowdin_spin:R:1 method="wB97M-V/def2-TZVPD" e_tot_ha=-1044.84045 lumo_ev="2.9 / 2.9" de_lowest_kcal_mol=20.75 charge=-1 s2=0.7540 gap_ha="0.11152 / 0.23981" multiplicity=2 largest_force_ha_per_bohr=0.0365
S 3.051 0.658 1.830 0.0167
S 1.500 -0.616 1.447 0.0464
O -2.732 0.810 -0.270 0.3325
N 0.091 -1.162 -1.363 0.0227
C -1.705 0.454 -0.946 0.3928
C -0.636 -0.451 -0.342 0.0706
C 0.233 0.454 0.502 0.0349
H -1.260 -1.019 0.367 0.0125
H 2.503 1.410 2.801 0.0005
H 0.796 1.173 -0.094 0.0106
H 0.524 -2.019 -1.060 0.0028
H -0.293 0.911 1.329 0.0000
H -1.561 0.659 -2.030 0.0461
H -0.510 -1.261 -2.171 0.0107

---

13
Properties=species:S:1:pos:R:3:mulliken_charge:R:1 method="wB97M-V/def2-TZVPD" e_tot_ha=-775.12195 lumo_ev=-6.4 de_lowest_kcal_mol=28.75 charge=+1 gap_ha=0.33946 multiplicity=1 largest_force_ha_per_bohr=0.0987 smiles="[NH2+]=C1N=CCS1(=O)=O"
S 1.559 0.158 0.123 0.9699
O 2.223 -0.182 -1.131 -0.5301
O 2.255 0.240 1.361 -0.5104
N 0.282 -2.326 -0.189 -0.2212
N -1.112 -0.310 0.071 -0.4201
C -0.934 0.932 0.120 -0.0308
C 0.415 1.500 -0.002 -0.4998
C 0.212 -1.061 0.050 0.4532
H 1.071 -2.942 -0.085 0.3017
H 0.822 2.046 -0.996 0.4018
H 0.608 1.968 0.887 0.3492
H -0.461 -3.004 -0.103 0.3178
H -1.832 1.524 0.362 0.4188

---

13
Properties=species:S:1:pos:R:3:mulliken_charge:R:1 method="wB97M-V/def2-TZVPD" e_tot_ha=-1252.52514 lumo_ev="2.7 / 2.7" charge=-1 gap_ha="0.24728 / 0.24725" multiplicity=1 largest_force_ha_per_bohr=0.0300
I 3.365 1.528 -1.507 -0.0850
I 2.631 -1.543 0.272 -0.0593
I 2.993 1.574 2.016 -0.1176
O -3.869 -1.127 1.606 -0.3762
O -3.033 -2.453 -0.080 -0.3505
N -0.397 1.111 0.858 -0.5548
C -0.293 0.635 -0.244 0.8032
C -3.432 -1.727 0.720 0.7145
C -0.264 0.022 -1.401 -0.8851
C 2.106 0.623 0.117 -0.8999
H 0.415 1.574 1.281 0.3380
H 0.491 -0.731 -1.416 0.2094
H -0.711 0.513 -2.221 0.2632

---

117
Properties=species:S:1:pos:R:3:lowdin_spin:R:1 method="wB97M-V/def2-TZVPD" e_tot_ha=-7026.60014 lumo_ev="-1.2 / -0.6" de_lowest_kcal_mol=37.83 s2=4.0616 gap_ha="0.25123 / 0.27865" multiplicity=4 largest_force_ha_per_bohr=0.0573
As 1.741 -0.253 -1.155 0.0066
Mn -0.809 -0.233 1.104 3.3081
S -4.984 -1.419 3.875 0.0005
S -1.386 -4.648 2.305 0.0036
Si 0.152 1.857 1.674 -0.1292
O -6.316 -0.893 3.842 0.0011
O -4.842 -2.849 3.939 -0.0001
O -2.103 0.170 2.297 0.0567
N -4.083 -0.852 2.619 0.0061
N -0.057 -0.398 -0.642 -0.0268
N -1.697 -2.320 1.232 0.0219
C 3.089 4.877 -4.575 0.0000
C -2.905 -0.096 4.527 0.0027
C -1.456 3.947 0.377 -0.0055
C -3.993 -0.655 5.172 0.0003
C -2.213 -2.058 -3.156 0.0023
C -3.846 -5.236 1.091 -0.0001
C 2.827 2.789 2.143 -0.0079
C -0.437 1.942 -2.672 0.0005
C -3.130 5.246 1.503 -0.0058
C -1.984 3.483 2.651 -0.0078
C 3.087 4.306 -0.137 0.0003
C 1.949 3.547 0.073 -0.0061
C 3.438 -5.075 -4.856 0.0001
C -2.829 -3.020 0.909 0.0033
C -3.375 -1.315 -3.026 -0.0107
C -3.173 0.119 7.255 -0.0001
C -3.958 -2.560 0.234 0.0011
C 0.747 -1.167 1.994 -0.1636
C 2.717 -2.696 -4.632 0.0000
C 2.935 -3.927 -4.038 0.0004
C -3.013 -0.268 3.054 0.0118
C 1.024 2.221 -2.838 0.0001
C 3.687 2.876 -3.157 0.0001
C 4.104 4.309 0.800 -0.0062
C 2.031 -0.337 -4.695 0.0000
C 1.969 -3.150 -0.474 0.0010
C 4.435 0.947 -1.769 0.0002
C 2.808 -1.463 3.268 -0.0091
C 2.256 -2.958 -1.933 0.0005
C 1.395 3.336 -3.574 0.0001
C 2.286 -1.589 -3.912 0.0005
C -0.884 -3.008 1.983 0.0009
C 1.782 2.778 1.219 -0.0222
C 2.025 -0.745 2.379 -0.0012
C 1.995 1.393 -2.270 0.0016
C -2.926 4.494 2.648 0.0000
C 3.343 1.753 -2.416 0.0000
C -1.917 0.560 5.241 0.0001
C -4.145 -0.570 6.535 0.0002
C 0.362 -2.455 2.459 -0.0032
C 2.073 -1.699 -2.531 0.0017
C 1.164 -3.188 3.335 -0.0094
C -3.428 -0.303 -2.078 0.0036
C 2.672 -4.047 -2.682 0.0000
C 2.364 -2.676 3.774 0.0180
C -4.921 -4.770 0.364 0.0016
C -2.820 -4.352 1.372 0.0026
C -1.124 -0.756 -1.435 0.0060
C 2.726 3.673 -3.759 0.0000
C 3.969 3.540 1.943 0.0000
C -2.395 4.964 0.366 0.0003
C -4.986 -3.437 -0.030 0.0000
C -1.218 3.198 1.524 -0.0222
C -2.329 -0.032 -1.289 -0.0049
C -1.102 -1.794 -2.380 -0.0090
C -2.073 0.672 6.615 0.0000
H 2.805 -5.003 -2.193 0.0000
H 2.826 -5.208 -5.747 0.0000
H 2.734 2.210 3.050 -0.0005
H 2.720 -2.635 0.132 0.0001
H -3.809 -6.250 1.458 0.0000
H 2.841 0.377 -4.558 0.0000
H -3.856 6.047 1.500 -0.0004
H 2.888 -2.589 -5.694 0.0000
H -1.053 0.973 4.740 0.0000
H 2.959 -3.229 4.486 0.0010
H 1.173 3.581 -0.672 -0.0004
H 0.994 -2.729 -0.212 0.0004
H -3.495 4.698 3.543 0.0001
H 0.383 1.909 3.170 -0.0121
H 4.332 1.014 -0.684 0.0000
H 3.771 -1.077 3.568 -0.0013
H -2.377 0.801 -0.580 0.0014
H 0.626 3.962 -4.010 0.0000
H -5.863 -3.084 -0.551 0.0000
H 2.417 0.177 1.973 -0.0015
H -0.215 -2.401 -2.490 -0.0005
H -5.734 -5.440 0.129 0.0001
H 1.957 -0.569 -5.755 0.0000
H -0.656 1.784 -1.617 -0.0001
H 4.756 3.533 2.685 0.0001
H -4.996 -1.016 7.023 0.0000
H 4.369 -0.110 -2.045 0.0001
H 4.990 4.906 0.643 -0.0004
H 1.103 0.124 -4.373 0.0000
H -0.895 3.752 -0.524 -0.0003
H -1.326 1.197 7.193 0.0000
H -4.330 0.281 -1.955 0.0004
H -1.034 2.783 -3.026 0.0001
H 5.413 1.323 -2.058 0.0000
H 1.968 -4.205 -0.213 0.0000
H 0.827 -4.162 3.661 -0.0016
H -2.549 5.541 -0.534 0.0001
H -1.832 2.909 3.554 -0.0004
H 4.730 3.141 -3.266 0.0000
H 2.723 5.785 -4.096 0.0000
H -4.041 -1.523 -0.043 0.0000
H -4.230 -1.518 -3.655 -0.0006
H 3.427 -5.997 -4.283 0.0000
H -3.275 0.220 8.326 0.0000
H -0.733 1.052 -3.231 0.0001
H 4.459 -4.883 -5.186 0.0000
H 2.636 4.815 -5.564 0.0000
H 4.167 4.958 -4.692 0.0000
H 3.177 4.901 -1.035 0.0001
H -2.168 -2.861 -3.878 0.0004

---

Repeat the first record exactly.
29
Properties=species:S:1:pos:R:3:mulliken_charge:R:1 method="wB97M-V/def2-TZVPD" e_tot_ha=-683.51645 lumo_ev=0.9 de_lowest_kcal_mol=98.82 gap_ha=0.31403 multiplicity=1 largest_force_ha_per_bohr=0.1607 smiles="COc1ccccc1N1CCN/C1=N/N"
O 0.204 1.251 -0.828 -0.2381
N -0.879 -1.004 0.274 0.3316
N -0.619 1.446 1.922 -0.4545
N -3.062 -0.584 0.124 -0.4338
N -1.922 0.915 1.447 -0.7540
C 2.483 0.341 -0.725 -0.5468
C 1.412 -1.710 0.802 -0.4804
C 0.529 -0.697 0.391 -0.5086
C 3.268 -0.502 0.040 -0.2322
C -1.420 -1.819 -0.770 -0.4647
C 0.417 2.733 -0.914 -0.8402
C -2.482 -0.936 -1.311 -0.8146
C 1.127 0.382 -0.377 1.1793
C -1.846 -0.091 0.622 0.5489
C 2.850 -1.526 0.654 -0.6896
H 0.985 -2.487 1.445 0.3839
H -4.049 0.045 0.136 0.3510
H -3.140 -1.713 -1.772 0.4042
H -0.652 -2.076 -1.492 0.3486
H 0.292 2.958 0.154 0.3478
H 3.486 -2.305 1.067 0.3761
H 2.817 1.378 -1.110 0.0997
H -1.823 -2.686 -0.113 0.3422
H 1.358 3.044 -1.361 0.3300
H -0.529 3.075 -1.443 0.2305
H -0.219 0.716 2.534 0.2393
H -2.103 -0.353 -2.060 0.3206
H 4.319 -0.233 0.122 0.3547
H -0.804 2.438 2.539 0.2692